Density functional theory data (wB97M-V/def2-TZVPD) for a cluster of 7 separate species, C21H43N8O7 in total at a distorted geometry.

## Properties
Charge: -1
Calculated total energy (eV): -48725.782
Kohn-Sham gap (eV): 4.76
HOMO (hartree): -0.10075
M (g mol⁻¹): 519.62

Each line ends with the Löwdin charge.
Geometry (Å):
C 0.128 2.380 -0.258  0.02
C -0.847 3.067 -0.048  -0.39
N -2.009 3.611 0.158  -0.05
O -2.859 3.174 -0.987  -0.10
C -3.457 2.117 -0.610  -0.44
N -3.679 1.017 -0.330  0.12
H 0.946 2.008 -0.801  -0.03
C -1.362 -1.163 -0.528  -0.02
C -0.102 -1.692 -1.166  -0.54
O 0.990 -1.161 -1.032  0.01
N -0.213 -2.820 -1.929  0.00
C -1.404 -3.603 -2.221  -0.08
H -1.126 -0.268 0.043  0.06
H -2.094 -0.901 -1.290  0.07
H -1.781 -1.910 0.149  0.08
H 0.661 -3.118 -2.329  0.12
H -1.252 -4.627 -1.871  0.07
H -1.561 -3.624 -3.295  0.05
H -2.282 -3.189 -1.739  0.08
C -3.010 1.670 4.117  -0.02
C -1.612 2.097 3.731  -0.56
O -0.875 1.378 3.087  0.03
N -1.200 3.329 4.129  0.02
C -1.930 4.324 4.894  -0.09
H -3.190 0.674 3.726  0.08
H -3.117 1.647 5.204  0.07
H -3.746 2.350 3.686  0.08
H -0.263 3.550 3.833  0.14
H -2.009 5.238 4.300  0.09
H -1.376 4.555 5.809  0.04
H -2.926 3.975 5.148  0.07
C 3.783 -0.543 1.250  0.00
C 5.103 0.073 0.863  -0.55
O 5.338 1.263 0.976  0.03
N 6.063 -0.765 0.366  -0.01
C 5.978 -2.196 0.155  -0.09
H 3.121 0.233 1.624  0.09
H 3.310 -1.007 0.383  0.07
H 3.931 -1.285 2.037  0.08
H 6.920 -0.296 0.127  0.13
H 6.755 -2.696 0.740  0.08
H 6.145 -2.417 -0.902  0.08
H 5.009 -2.581 0.448  0.07
C 1.289 7.524 7.769  -0.01
C 0.175 6.507 7.706  -0.53
O -0.121 5.936 6.672  0.04
N -0.501 6.239 8.857  0.01
C -0.297 6.811 10.174  -0.08
H 1.725 7.625 6.781  0.08
H 0.901 8.495 8.080  0.08
H 2.065 7.197 8.462  0.08
H -1.229 5.552 8.743  0.14
H -0.059 6.014 10.881  0.08
H -1.215 7.302 10.502  0.08
H 0.511 7.535 10.171  0.07
C -1.529 -6.129 -6.495  -0.01
C -1.498 -6.039 -4.991  -0.55
O -2.378 -5.474 -4.365  0.02
N -0.443 -6.602 -4.343  0.01
C 0.692 -7.303 -4.914  -0.08
H -2.422 -5.628 -6.852  0.08
H -0.653 -5.626 -6.910  0.08
H -1.557 -7.168 -6.825  0.08
H -0.487 -6.500 -3.342  0.13
H 0.726 -8.319 -4.516  0.08
H 1.613 -6.789 -4.632  0.08
H 0.628 -7.347 -5.995  0.07
C -1.702 -2.469 -6.943  0.00
C -0.287 -2.098 -7.309  -0.56
O 0.417 -2.831 -7.994  0.01
N 0.189 -0.917 -6.849  0.01
C -0.491 0.072 -6.025  -0.06
H -1.935 -3.434 -7.378  0.06
H -1.802 -2.541 -5.859  0.08
H -2.404 -1.732 -7.335  0.09
H 1.139 -0.732 -7.128  0.14
H -0.524 1.023 -6.559  0.08
H 0.064 0.214 -5.098  0.09
H -1.502 -0.236 -5.787  0.07

Density functional theory data (wB97M-V/def2-TZVPD) for a structure of composition C21H43NO14Zr2 at a distorted geometry.

## Properties
Charge: +4
Calculated total energy (eV): -55143.725
Kohn-Sham gap (eV): 3.21
HOMO (hartree): -0.68077
M (g mol⁻¹): 716.02

Each line ends with the Löwdin charge.
Geometry (Å):
Zr -0.383 -1.912 2.633  2.24
Zr -0.270 -5.257 -0.046  2.13
O -1.703 -0.613 1.566  -0.28
C -2.382 -1.143 0.407  -0.17
C -2.045 -2.632 0.111  -0.23
O -0.945 -3.251 0.852  -0.56
H -2.037 -0.477 -0.387  0.12
H -3.457 -0.982 0.499  0.15
H -1.982 -2.672 -0.981  0.10
H -2.908 -3.269 0.322  0.13
O -2.063 -6.388 -0.342  -0.28
C -2.603 -6.245 -1.685  -0.18
C -1.528 -5.774 -2.746  -0.20
O -0.485 -4.967 -2.175  -0.29
H -3.321 -5.428 -1.552  0.12
H -3.181 -7.091 -2.056  0.15
H -2.042 -5.316 -3.593  0.14
H -1.113 -6.702 -3.152  0.14
C -2.622 -1.592 -3.570  0.03
N -4.073 -1.777 -3.346  -0.46
O -4.508 -2.895 -3.509  0.08
O -4.691 -0.836 -2.926  0.11
H -2.433 -0.982 -4.449  0.12
H -2.075 -2.527 -3.516  0.07
H -2.270 -0.985 -2.731  0.07
O -1.246 -0.581 4.323  -0.12
C -1.816 0.168 5.170  -0.45
O -1.988 1.426 5.060  0.10
C -1.369 2.231 3.992  -0.15
C -1.889 3.633 4.221  -0.02
C -2.382 -0.434 6.410  0.07
H -1.721 1.811 3.049  0.12
H -0.290 2.193 4.140  0.13
H -2.973 3.679 4.318  0.10
H -1.626 4.235 3.353  0.08
H -1.466 4.017 5.147  0.10
H -1.918 -1.388 6.667  0.10
H -3.419 -0.761 6.273  0.13
H -2.339 0.232 7.268  0.12
O 0.708 0.061 2.545  -0.13
C 1.710 0.787 2.316  -0.46
O 1.719 1.762 1.487  0.09
C 0.579 2.131 0.665  -0.15
C 0.418 3.655 0.711  0.00
C 3.061 0.494 2.867  0.08
H -0.383 1.710 0.952  0.11
H 0.870 1.857 -0.347  0.10
H 1.405 4.100 0.566  0.08
H -0.047 3.992 1.628  0.07
H -0.062 3.941 -0.227  0.09
H 3.759 0.231 2.072  0.09
H 3.093 -0.176 3.725  0.11
H 3.510 1.404 3.285  0.13
O 1.683 1.524 -3.323  0.09
C 0.949 2.400 -2.929  -0.56
O 1.304 3.635 -2.601  0.00
C 2.671 4.086 -2.877  -0.17
C 3.291 4.847 -1.747  -0.05
C -0.530 2.166 -2.827  0.03
H 2.525 4.714 -3.754  0.14
H 3.323 3.271 -3.191  0.12
H 3.998 4.249 -1.169  0.08
H 2.592 5.205 -0.988  0.07
H 3.784 5.726 -2.156  0.10
H -0.900 1.806 -3.783  0.10
H -1.062 3.055 -2.492  0.09
H -0.702 1.386 -2.078  0.06
O 1.060 -0.803 -0.611  0.03
C 1.693 -1.168 -1.595  -0.52
O 2.948 -0.826 -1.839  0.03
C 3.664 0.112 -1.037  -0.18
C 4.786 -0.637 -0.321  -0.05
C 1.084 -1.980 -2.705  0.05
H 3.006 0.648 -0.356  0.09
H 4.147 0.839 -1.685  0.14
H 5.487 0.035 0.178  0.10
H 5.264 -1.360 -0.974  0.10
H 4.422 -1.186 0.562  0.06
H 1.461 -3.000 -2.779  0.09
H 1.265 -1.444 -3.638  0.12
H 0.006 -1.995 -2.549  0.05

Density functional theory data (wB97M-V/def2-TZVPD) for a cluster of 3 separate species, C21H43NO7P in total at a distorted geometry.

## Properties
Charge: -1
Calculated total energy (eV): -47582.882
Kohn-Sham gap (eV): 7.53
HOMO (hartree): -0.18849
M (g mol⁻¹): 452.55

Each line ends with the Löwdin charge.
Geometry (Å):
C 0.446 5.170 -1.173  -0.04
C 0.422 4.192 -2.123  -0.17
C -0.750 3.149 -2.213  -0.12
C -0.839 2.379 -0.835  -0.37
O -0.913 0.965 -0.964  -0.29
P -1.075 0.313 0.668  0.63
C -1.212 -0.558 2.338  -0.27
C 0.132 -0.701 3.160  -0.20
C 1.416 -1.132 2.356  -0.22
O 1.198 -2.177 1.379  -0.04
C 2.058 -1.891 0.308  -0.49
C 3.352 -2.748 0.052  0.01
O 1.866 -1.001 -0.461  0.11
O -2.739 -0.213 0.160  -0.18
C -2.732 -1.462 -0.264  -0.48
N -2.940 -2.595 -0.272  0.13
O -1.886 1.745 1.212  -0.26
C -1.999 2.748 0.199  -0.32
C -3.335 2.757 -0.625  -0.20
C -4.637 2.709 0.272  -0.11
H 0.032 4.952 -0.162  0.05
H 0.831 6.191 -1.380  0.04
H 1.248 4.179 -2.871  0.09
H -0.590 2.388 -3.012  0.11
H -1.655 3.744 -2.473  0.10
H 0.131 2.653 -0.326  0.12
H 0.238 0.864 0.849  0.05
H -0.667 -0.919 0.038  0.04
H -1.892 0.085 2.970  0.08
H -1.719 -1.556 2.291  0.08
H 0.359 0.216 3.767  0.11
H -0.053 -1.520 3.916  0.10
H 2.143 -1.541 3.114  0.11
H 1.885 -0.208 1.940  0.11
H 3.324 -3.747 0.541  0.08
H 3.388 -2.879 -1.063  0.08
H 4.254 -2.143 0.310  0.08
H -1.861 3.789 0.592  0.13
H -3.320 1.857 -1.289  0.11
H -3.419 3.704 -1.226  0.10
H -4.779 1.704 0.732  0.07
H -5.498 2.883 -0.433  0.06
H -4.607 3.530 1.036  0.07
C -5.123 -0.768 -6.314  -0.09
C -4.108 0.116 -5.607  -0.29
O -4.449 0.415 -4.268  -0.16
C -4.582 -0.698 -3.389  -0.26
C -3.319 -1.528 -3.256  -0.09
H -6.111 -0.301 -6.301  0.08
H -4.825 -0.934 -7.352  0.07
H -5.216 -1.744 -5.834  0.06
H -4.050 1.074 -6.130  0.11
H -3.106 -0.323 -5.654  0.11
H -5.431 -1.321 -3.696  0.10
H -4.840 -0.287 -2.411  0.12
H -3.018 -1.971 -4.210  0.07
H -3.472 -2.336 -2.545  0.04
H -2.490 -0.907 -2.907  0.08
C 6.208 -0.083 3.517  -0.08
C 5.075 -1.006 3.934  -0.28
O 5.052 -2.234 3.225  -0.17
C 6.200 -3.055 3.348  -0.28
C 6.497 -3.477 4.778  -0.08
H 6.151 0.131 2.447  0.08
H 6.153 0.858 4.068  0.08
H 7.187 -0.525 3.710  0.06
H 4.125 -0.512 3.725  0.11
H 5.097 -1.191 5.013  0.11
H 7.068 -2.561 2.896  0.11
H 6.006 -3.947 2.749  0.12
H 6.706 -2.621 5.422  0.06
H 7.366 -4.137 4.805  0.07
H 5.642 -4.006 5.204  0.08

Which of these has the lowest M? C21H43NO7P